one | {
  "formula": "C3H2FN",
  "method": "wB97M-V/def2-TZVPD",
  "elements": ["C", "C", "F", "C", "N", "H", "H"],
  "positions_angstrom": [[-0.070, -0.310, 1.077], [0.167, -0.256, -0.218], [0.694, -1.253, -0.880], [-0.109, 0.874, -1.132], [-0.211, 1.678, -1.941], [-0.547, 0.519, 1.473], [0.076, -1.252, 1.620]],
  "orbital_gap_ev": 11.22,
  "total_charge": 0,
  "smiles": "C=C(F)C#N"
}


two | {
  "formula": "C3H2FN",
  "method": "wB97M-V/def2-TZVPD",
  "elements": ["C", "C", "C", "N", "F", "H", "H"],
  "positions_angstrom": [[-1.382, 0.661, 0.051], [1.398, -0.202, -0.115], [-0.884, -0.584, -0.331], [-1.643, 1.737, 0.359], [-1.239, -1.559, 0.535], [1.628, 0.837, 0.038], [2.123, -0.890, -0.538]],
  "orbital_gap_ev": [8.76, 7.81],
  "total_charge": 0
}


Tell me which of them is the most stable. Sure, it is one.


one | {
  "formula": "C12H13NO2",
  "method": "wB97M-V/def2-TZVPD",
  "elements": ["C", "C", "C", "C", "C", "C", "C", "C", "C", "C", "C", "C", "N", "O", "O", "H", "H", "H", "H", "H", "H", "H", "H", "H", "H", "H", "H", "H"],
  "positions_angstrom": [[3.552, -0.273, 0.798], [2.961, -1.421, 1.217], [2.947, 0.682, -0.042], [1.659, -1.717, 0.799], [1.635, 0.467, -0.367], [0.980, -0.768, -0.001], [0.759, 1.276, -1.257], [-0.549, 1.039, 2.239], [-1.500, 0.308, 1.794], [-0.287, -0.780, -0.756], [-1.023, -1.964, -1.069], [-1.488, 1.888, -2.636], [-0.327, 0.369, -1.442], [0.860, 2.382, -1.690], [-1.147, 0.572, -2.559], [4.442, 0.082, 1.303], [3.542, -1.936, 1.997], [3.498, 1.588, -0.527], [1.105, -2.653, 1.211], [-0.562, 1.758, 3.073], [0.438, 0.873, 1.893], [-2.571, 0.144, 1.954], [-0.948, -2.152, -2.090], [-2.103, -1.806, -0.898], [-0.552, -2.689, -0.397], [-1.385, 2.393, -1.607], [-2.510, 2.134, -3.000], [-0.779, 2.547, -3.317]],
  "orbital_gap_ev": [8.13, 6.70],
  "total_charge": 0
}


two | {
  "formula": "C12H13NO2",
  "method": "wB97M-V/def2-TZVPD",
  "elements": ["C", "C", "C", "C", "C", "C", "C", "C", "C", "C", "C", "C", "N", "O", "O", "H", "H", "H", "H", "H", "H", "H", "H", "H", "H", "H", "H", "H"],
  "positions_angstrom": [[1.139, 4.095, -1.553], [0.744, 4.749, -0.373], [1.158, 2.721, -1.604], [0.474, 4.043, 0.760], [0.800, 1.949, -0.503], [0.574, 2.614, 0.754], [0.635, 0.498, -0.616], [0.493, 1.930, 1.907], [-0.392, 0.011, 0.239], [-0.917, -2.024, -0.930], [-1.346, -1.821, 1.436], [0.909, -2.048, 0.634], [-0.421, -1.489, 0.345], [1.204, -0.158, -1.533], [0.569, 1.464, 2.977], [1.397, 4.680, -2.423], [0.673, 5.826, -0.364], [1.405, 2.197, -2.517], [0.199, 4.538, 1.679], [-0.220, -1.708, -1.709], [-0.979, -3.112, -0.890], [-1.899, -1.602, -1.138], [-1.413, -2.900, 1.568], [-0.994, -1.360, 2.356], [-2.328, -1.416, 1.206], [1.572, -1.777, -0.188], [1.286, -1.612, 1.556], [0.862, -3.132, 0.734]],
  "orbital_gap_ev": [5.64, 6.77],
  "total_charge": 0
}


three | {
  "formula": "C12H13NO2",
  "method": "wB97M-V/def2-TZVPD",
  "elements": ["C", "C", "C", "C", "C", "C", "C", "C", "C", "C", "C", "C", "N", "O", "O", "H", "H", "H", "H", "H", "H", "H", "H", "H", "H", "H", "H", "H"],
  "positions_angstrom": [[-4.065, 0.450, 0.049], [-3.918, -0.889, 0.017], [-2.886, 1.222, -0.007], [-2.747, -1.572, -0.127], [-1.602, 0.628, -0.074], [-1.590, -0.799, -0.181], [0.629, -1.155, 0.881], [-0.420, 1.371, -0.395], [2.580, 0.156, 0.154], [-0.297, -1.550, -0.274], [1.170, 3.019, 0.024], [4.483, -1.219, -0.267], [1.770, -0.642, 0.586], [0.005, 2.302, 0.376], [3.838, 0.083, -0.326], [-5.069, 0.937, 0.291], [-4.816, -1.551, 0.033], [-2.876, 2.316, -0.123], [-2.714, -2.688, -0.225], [0.455, -1.377, 1.921], [-0.395, -2.617, -0.263], [0.024, -1.259, -1.302], [1.258, 3.738, 0.859], [1.091, 3.499, -0.905], [2.006, 2.232, 0.073], [3.776, -2.004, -0.146], [5.287, -1.305, 0.548], [5.022, -1.326, -1.193]],
  "orbital_gap_ev": [7.90, 7.90],
  "total_charge": 0
}


Tell me which of them is the most stable. Sure, it is two.


one | {
  "formula": "C6H13P",
  "method": "wB97M-V/def2-TZVPD",
  "elements": ["C", "C", "C", "C", "C", "C", "P", "H", "H", "H", "H", "H", "H", "H", "H", "H", "H", "H", "H", "H"],
  "positions_angstrom": [[0.085, 0.554, 0.425], [1.725, 0.989, -0.284], [-0.825, -0.569, 0.051], [-0.605, 1.914, 0.375], [-0.526, -1.900, 0.628], [-1.812, -0.484, -1.049], [2.738, -0.450, -0.173], [0.456, 0.345, 1.435], [1.587, 1.239, -1.342], [0.038, 2.658, 0.833], [-1.554, 1.894, 0.911], [-0.795, 2.222, -0.651], [0.490, -1.920, 1.024], [-0.640, -2.704, -0.101], [-1.213, -2.108, 1.456], [-2.816, -0.656, -0.655], [-1.611, -1.269, -1.782], [-1.799, 0.483, -1.540], [3.170, -0.308, 1.153], [3.906, 0.069, -0.714]],
  "orbital_gap_ev": [6.64, 8.44],
  "total_charge": 0
}


two | {
  "formula": "C6H13P",
  "method": "wB97M-V/def2-TZVPD",
  "elements": ["C", "C", "C", "P", "C", "C", "C", "H", "H", "H", "H", "H", "H", "H", "H", "H", "H", "H", "H", "H"],
  "positions_angstrom": [[0.900, -0.421, -2.137], [-0.331, -0.933, -1.393], [-0.077, -0.988, 0.096], [-1.466, -1.171, 1.321], [-0.225, 0.199, 1.010], [0.844, 0.353, 2.073], [-0.710, 1.528, 0.479], [1.160, 0.580, -1.803], [0.710, -0.391, -3.207], [1.751, -1.074, -1.956], [-0.576, -1.937, -1.748], [-1.185, -0.289, -1.612], [0.773, -1.623, 0.341], [-2.435, -0.629, 0.468], [0.484, 0.975, 2.891], [1.731, 0.823, 1.647], [1.129, -0.616, 2.480], [-1.082, 2.143, 1.297], [-1.509, 1.412, -0.249], [0.115, 2.061, 0.004]],
  "orbital_gap_ev": 10.10,
  "total_charge": 0,
  "smiles": "CC[C@@H]1PC1(C)C"
}


three | {
  "formula": "C6H13P",
  "method": "wB97M-V/def2-TZVPD",
  "elements": ["C", "C", "C", "C", "C", "C", "P", "H", "H", "H", "H", "H", "H", "H", "H", "H", "H", "H", "H", "H"],
  "positions_angstrom": [[3.790, -0.833, -0.083], [-0.745, 1.009, 1.376], [-0.344, 1.130, -1.150], [-1.875, -0.546, -0.404], [0.485, -0.859, 0.156], [-0.565, 0.188, 0.040], [2.792, 0.415, 0.438], [4.800, -0.728, -0.151], [3.501, -1.785, -0.527], [-1.736, 1.223, 1.442], [-0.090, 1.925, 1.398], [-0.387, 0.360, 2.309], [-1.066, 2.054, -1.305], [-0.344, 0.558, -2.007], [0.739, 1.378, -1.091], [-1.614, -1.444, -0.816], [-2.481, -0.876, 0.415], [-2.411, -0.049, -1.077], [0.534, -1.341, 1.013], [0.593, -1.218, -0.837]],
  "orbital_gap_ev": 8.32,
  "total_charge": 0
}


Tell me which of them is the most stable. Sure, it is two.


one | {
  "formula": "C3H10S3",
  "method": "wB97M-V/def2-TZVPD",
  "elements": ["C", "C", "S", "H", "H", "H", "H", "H", "H", "C", "S", "S", "H", "H", "H", "H"],
  "positions_angstrom": [[1.719, -1.305, 0.040], [1.854, 0.175, 0.378], [1.986, 1.267, -1.076], [2.605, -1.767, -0.399], [0.843, -1.653, -0.492], [1.588, -1.852, 0.981], [0.867, 0.540, 0.672], [2.578, 0.334, 1.174], [3.078, 0.766, -1.689], [-3.079, 0.523, 0.892], [-1.866, 1.527, -0.025], [-1.530, -0.092, -1.474], [-4.004, 1.085, 0.909], [-2.691, 0.398, 1.901], [-3.247, -0.499, 0.550], [-0.700, 0.552, -2.343]],
  "orbital_gap_ev": 8.35,
  "total_charge": 0,
  "smiles": "CCS.CSS"
}


two | {
  "formula": "C3H10S3",
  "method": "wB97M-V/def2-TZVPD",
  "elements": ["C", "C", "S", "H", "H", "H", "H", "H", "H", "C", "S", "S", "H", "H", "H", "H"],
  "positions_angstrom": [[-0.101, -1.193, -2.026], [1.140, -1.471, -1.192], [1.802, -0.084, -0.145], [-0.741, -0.416, -1.563], [0.209, -0.794, -2.998], [-0.656, -2.133, -2.062], [1.980, -1.628, -1.868], [0.971, -2.389, -0.620], [2.646, 0.418, -1.050], [-0.638, 2.290, 2.168], [-1.927, 1.859, 1.002], [-1.960, -0.241, 1.254], [-0.539, 1.576, 2.975], [0.338, 2.266, 1.646], [-0.811, 3.312, 2.478], [-1.713, -1.371, 2.001]],
  "orbital_gap_ev": 7.06,
  "total_charge": 0,
  "smiles": "CCS.CSS"
}


Tell me which of them is the most stable. Sure, it is one.